Run a
A cluster of 2 separate species, H5N3S in total, computed with ωB97M-V with the def2-TZVPD basis set.

Geometry as XYZ:
```
9
H5N3S (ωB97M-V with the def2-TZVPD basis set)
S -0.570 1.098 0.228
N 0.452 -3.691 1.210
N -0.679 2.357 -0.915
N 1.001 -3.007 2.022
H -0.326 3.234 -0.639
H 1.362 -2.028 1.761
H -0.252 2.010 -1.774
H 0.131 -3.325 0.337
H -1.726 0.280 -0.134
```

**HOMO level**: -8.9 eV
**Structure (SMILES)**: [H]/N=N\[H].NS
**Charge**: 0
**2S+1**: 1

=====

Run b
An isolated molecule of H5N3S, computed with ωB97M-V with the def2-TZVPD basis set.

Geometry as XYZ:
```
9
H5N3S (ωB97M-V with the def2-TZVPD basis set)
S 0.169 -0.707 0.269
N -0.983 0.352 0.840
N 1.531 -0.060 0.655
N -0.304 -0.227 -1.468
H 2.373 -0.560 0.255
H -1.015 0.511 1.791
H -0.964 1.111 0.189
H -1.297 -0.013 -1.683
H -0.108 -1.016 -2.093
```

**HOMO level**: -8.6 eV
**Charge**: 0
**2S+1**: 1

=====

Stability ranking, top entry: run b; the second entry is 19.5 kcal/mol less favorable.